{
  "formula": "C43H88F3HgNO20S8",
  "method": "ωB97M-V/def2-TZVPD",
  "symbols": ["Hg", "C", "O", "O", "C", "F", "F", "F", "C", "C", "H", "H", "H", "H", "H", "H", "C", "C", "C", "O", "H", "H", "H", "H", "H", "H", "H", "C", "C", "C", "O", "C", "N", "H", "H", "H", "H", "H", "H", "H", "H", "H", "H", "H", "C", "C", "C", "S", "O", "O", "C", "H", "H", "H", "H", "H", "H", "H", "H", "C", "C", "C", "S", "O", "O", "C", "H", "H", "H", "H", "H", "H", "H", "H", "C", "C", "C", "S", "O", "O", "C", "H", "H", "H", "H", "H", "H", "H", "H", "C", "C", "C", "S", "O", "O", "C", "H", "H", "H", "H", "H", "H", "H", "H", "C", "C", "C", "S", "O", "O", "C", "H", "H", "H", "H", "H", "H", "H", "H", "C", "C", "C", "S", "O", "O", "C", "H", "H", "H", "H", "H", "H", "H", "H", "C", "C", "C", "S", "O", "O", "C", "H", "H", "H", "H", "H", "H", "H", "H", "C", "C", "C", "S", "O", "O", "C", "H", "H", "H", "H", "H", "H", "H", "H"],
  "xyz": [[3.322, 2.992, -0.241], [1.251, 0.012, -0.597], [0.364, 0.629, -1.517], [2.299, 0.865, -0.400], [0.361, -0.383, 0.676], [0.804, -1.544, 1.164], [0.463, 0.488, 1.705], [-0.930, -0.554, 0.357], [-0.295, -0.193, -2.444], [-1.460, 0.482, -3.107], [-1.207, 1.382, -3.667], [-2.026, -0.199, -3.749], [-2.266, 0.694, -2.400], [-0.762, -1.024, -1.900], [0.335, -0.690, -3.191], [1.658, -0.897, -1.057], [1.188, 3.607, 3.243], [1.926, 4.647, 2.399], [3.285, 4.947, 3.000], [1.879, 4.382, 1.044], [0.130, 3.608, 3.531], [1.464, 3.671, 4.304], [1.347, 2.643, 2.749], [1.367, 5.577, 2.579], [4.060, 4.257, 2.650], [3.336, 5.036, 4.085], [3.653, 5.883, 2.570], [-2.600, 3.103, 0.354], [-1.941, 4.481, 0.070], [-1.739, 5.311, 1.323], [-1.064, 6.520, 1.013], [-1.186, 7.502, 2.038], [-0.655, 4.249, -0.632], [-1.906, 2.466, 0.911], [-2.708, 2.620, -0.617], [-3.619, 3.080, 0.747], [-2.698, 4.973, -0.542], [-1.207, 4.723, 2.075], [-2.777, 5.523, 1.605], [-0.846, 7.186, 3.028], [-2.245, 7.730, 2.198], [-0.667, 8.396, 1.701], [-0.358, 3.371, -0.210], [-0.831, 3.960, -1.590], [-2.084, -4.211, 1.286], [-1.053, -4.003, 0.084], [-0.732, -5.341, -0.551], [-2.224, -6.404, -0.152], [-1.809, -7.491, 0.739], [-2.927, -6.784, -1.375], [-3.163, -5.251, 0.906], [-2.400, -3.213, 1.583], [-1.535, -4.677, 2.107], [-0.145, -3.463, 0.331], [-1.634, -3.390, -0.611], [0.167, -5.768, -0.116], [-0.692, -5.236, -1.632], [-3.730, -5.773, 1.672], [-3.961, -4.772, 0.332], [5.447, -2.156, -1.598], [4.524, -1.639, -2.737], [4.643, -0.127, -2.817], [5.719, 0.448, -1.467], [5.100, 1.623, -0.844], [7.088, 0.594, -1.936], [5.691, -1.072, -0.509], [6.301, -2.579, -2.124], [5.011, -2.995, -1.054], [3.457, -1.814, -2.599], [4.815, -2.080, -3.689], [3.686, 0.399, -2.803], [5.057, 0.460, -3.643], [4.806, -0.798, 0.074], [6.472, -1.240, 0.226], [-2.109, 0.026, 4.725], [-2.224, 1.337, 3.988], [-3.126, 2.237, 4.857], [-4.429, 1.167, 5.438], [-5.566, 1.413, 4.580], [-4.650, 1.388, 6.865], [-3.550, -0.375, 5.152], [-1.338, 0.136, 5.489], [-1.631, -0.662, 4.023], [-2.612, 1.297, 2.966], [-1.204, 1.656, 3.757], [-3.450, 3.206, 4.485], [-2.515, 2.521, 5.719], [-3.955, -0.783, 4.227], [-3.649, -0.942, 6.074], [-4.804, -1.639, -2.709], [-4.830, -1.363, -1.181], [-5.329, 0.030, -0.976], [-6.837, 0.068, -2.031], [-6.870, 1.333, -2.789], [-8.027, -0.302, -1.302], [-6.231, -1.342, -3.184], [-4.487, -2.642, -2.989], [-4.163, -0.897, -3.187], [-3.824, -1.371, -0.750], [-5.370, -2.108, -0.595], [-4.786, 0.799, -1.531], [-5.598, 0.402, 0.010], [-6.347, -0.916, -4.176], [-6.955, -2.087, -2.858], [3.787, 1.689, 5.246], [5.297, 1.994, 5.229], [5.771, 2.158, 3.805], [4.696, 1.129, 2.743], [5.326, -0.135, 2.454], [4.101, 1.948, 1.717], [3.474, 0.787, 4.083], [3.168, 2.581, 5.342], [3.733, 1.162, 6.200], [5.748, 1.054, 5.564], [5.633, 2.771, 5.911], [6.770, 1.792, 3.582], [5.502, 3.142, 3.421], [3.721, -0.168, 4.548], [2.475, 0.855, 3.657], [-4.882, 4.296, -5.812], [-6.141, 4.222, -4.938], [-5.598, 4.327, -3.474], [-3.793, 3.919, -3.427], [-3.640, 2.737, -2.659], [-3.195, 5.193, -3.097], [-3.730, 3.500, -5.198], [-4.515, 5.314, -5.963], [-5.112, 3.945, -6.819], [-6.542, 3.211, -5.048], [-7.000, 4.842, -5.182], [-5.952, 3.589, -2.752], [-5.780, 5.259, -2.941], [-3.871, 2.430, -5.363], [-2.678, 3.592, -5.476], [0.760, -4.132, -4.184], [1.566, -5.181, -3.452], [2.255, -5.875, -4.619], [2.956, -4.531, -5.688], [2.807, -4.802, -7.112], [4.229, -4.066, -5.172], [1.734, -3.338, -5.097], [0.344, -3.475, -3.417], [-0.022, -4.545, -4.819], [0.968, -5.914, -2.912], [2.257, -4.714, -2.749], [1.467, -6.251, -5.280], [2.914, -6.739, -4.545], [1.286, -2.882, -5.978], [2.390, -2.610, -4.620], [4.844, -3.413, 2.354], [4.741, -4.879, 2.763], [3.987, -5.537, 1.619], [2.682, -4.291, 1.168], [1.448, -4.581, 1.892], [2.720, -4.002, -0.287], [3.514, -2.834, 1.976], [5.606, -3.327, 1.575], [5.234, -2.899, 3.235], [4.183, -4.960, 3.698], [5.750, -5.242, 2.951], [3.546, -6.524, 1.731], [4.629, -5.465, 0.739], [3.103, -2.602, 2.963], [3.403, -1.875, 1.474]],
  "mulliken_charge": [1.5733, 0.0138, -0.3929, -0.0874, 0.8887, -0.2107, -0.3049, -0.1047, 0.7857, -1.3709, 0.3599, 0.4708, -0.0583, -0.3361, 0.0851, -0.2925, -0.5666, 0.9021, -1.0683, -0.7932, 0.0875, 0.3783, -0.2675, -0.0220, -0.2203, 0.3733, 0.4953, -0.3828, 0.5836, -0.4730, -0.3633, -0.8581, -0.4795, -0.4161, -0.2008, 0.7383, 0.2676, -0.2370, 0.6086, 0.2850, 0.3595, 0.2796, -0.1073, 0.3992, -1.0044, 0.9116, -0.3621, 1.1673, -0.6915, -0.6985, -0.6620, 0.4711, 0.3169, -0.7497, 0.0980, 0.3781, 0.0069, 0.5077, 0.2355, -0.5517, 0.4408, -0.6288, 0.8046, -0.5470, -0.7057, 0.0604, 0.3750, -0.0536, -0.5650, 0.3032, 0.1544, 0.6224, -0.5398, 0.6756, -0.7878, 0.7464, -0.8619, 1.1370, -0.6531, -0.6852, -0.7490, 0.3830, 0.2197, -0.0528, -0.4206, 0.5251, 0.4271, 0.3412, 0.4561, -0.1804, -0.0391, -0.1506, 0.9752, -0.5713, -0.6835, -0.9526, 0.4874, -0.1700, -0.3562, 0.4470, -0.2903, 0.6377, 0.4513, 0.4007, -0.4856, -0.7339, -0.9105, 1.1809, -0.7446, -0.5814, -0.1312, 0.1023, 0.4500, 0.3219, 0.3792, 0.5223, 0.2917, 0.4144, -0.1969, -0.8244, -0.4512, -0.7882, 1.0235, -0.2327, -0.7507, -0.7975, 0.2969, 0.4289, 0.1637, 0.3941, 0.3138, 0.4270, 0.2859, 0.5481, -0.3458, 0.2194, -1.1660, 1.0538, -0.6899, -0.6089, -0.3929, -0.1058, 0.5181, 0.3175, -0.0669, 0.4086, 0.5291, 0.5605, -0.1303, -0.3905, -0.8045, -0.9401, 1.1059, -0.6551, -0.4900, -0.1240, 0.0886, 0.2775, 0.3497, 0.4255, 0.5064, 0.3299, 0.5702, -0.3874],
  "homo_energy_ev": -8.41,
  "spin_multiplicity": 1,
  "molar_mass_da": 1453.28
}